Entry from the Open Molecules 2025 dataset: a 6-piece molecular cluster, C21H39Cl10NO3PS overall at a distorted geometry (ωB97M-V/def2-TZVPD).

```
76
Properties=species:S:1:pos:R:3:forces:R:3:lowdin_charge:R:1
C -5.462279 1.813352 2.613711 0.329 1.354 -0.285 -0.126
Cl -2.504252 -2.353781 -2.960942 0.022 0.071 0.059 0.522
H -5.994913 5.627231 0.416975 -0.164 -2.288 1.359 0.099
H -1.047350 4.290541 -0.597316 -1.894 -1.487 1.602 0.143
C -4.605272 3.876839 0.918836 3.661 -1.361 -0.568 -0.064
C -2.711572 1.750752 1.600089 -2.247 4.904 -1.539 -0.111
H 3.690353 -5.115551 -1.831627 0.090 0.177 -0.031 0.073
H -0.663372 -5.461223 -3.783151 -0.049 0.201 0.025 0.077
H 8.143964 -0.096561 -4.230379 -0.183 0.078 -0.208 0.074
O -0.957594 -0.671597 2.384089 -1.914 1.817 -1.000 -0.314
C -4.225020 2.455700 1.713355 1.470 1.256 -1.204 -0.011
H -3.524862 5.553572 -0.554447 0.348 -2.356 1.398 0.121
Cl 5.327148 1.189601 0.393995 -0.091 -0.013 0.000 0.530
H -6.486448 4.773253 2.077939 0.970 -0.625 -2.408 0.105
H 6.223190 1.508519 3.142396 -0.230 0.131 -0.136 0.075
H 4.975237 3.426880 1.066440 0.100 -0.216 0.122 0.067
H 0.253489 3.190386 2.602523 0.812 -2.016 -1.376 0.102
Cl 0.741661 -3.586033 0.483941 -0.195 0.109 0.108 0.541
Cl 6.465758 -1.024281 -5.610381 0.035 -0.008 -0.037 0.526
H -0.903713 -1.128263 1.473400 -0.429 0.732 1.851 0.078
H 1.610960 -4.239698 2.560756 -0.158 -0.063 -0.086 0.079
H 0.271898 -6.210335 1.646692 -0.105 0.248 0.074 0.073
H 5.948717 3.237054 3.417677 -0.097 -0.099 -0.148 0.076
O -2.671034 0.464763 4.289893 2.988 -0.979 -3.061 -0.267
C 4.036474 -4.136847 -1.486742 -0.221 0.071 -0.229 -0.693
C 5.600677 2.363144 2.859326 0.431 0.121 -0.122 -0.649
Cl -1.882401 -5.270715 1.886596 0.009 0.052 -0.067 0.537
Cl 8.703762 1.314684 -6.711235 -0.044 -0.011 -0.006 0.538
C -1.928052 3.808180 0.027102 -3.749 -0.883 1.644 0.071
C -0.270085 1.936471 0.665479 2.676 0.108 -0.328 -0.203
H -5.058068 1.149863 3.488569 -0.767 1.137 -1.957 0.097
C 0.657436 2.232548 2.025421 0.110 0.215 0.250 -0.102
C 0.593644 -4.123774 2.175743 0.071 -0.128 0.449 -0.642
C -0.157027 -5.440343 2.295900 0.265 -0.045 0.079 -0.654
H 7.767230 2.354939 -4.830571 -0.019 -0.193 -0.034 0.070
H 6.521396 1.858819 -5.988461 0.201 -0.180 0.066 0.069
H -6.260210 1.698796 -0.590177 0.384 -1.711 1.649 0.089
H 3.211746 -3.652472 -0.954539 0.260 -0.049 -0.104 0.007
C -1.850411 -3.673469 -3.963008 0.136 -0.276 -0.222 -0.658
H 0.292473 2.528059 -0.204976 -1.619 -1.286 1.826 0.135
H -6.010631 2.746220 3.116990 1.370 -1.888 -1.044 0.123
N -1.675942 2.483488 0.778261 -2.624 1.804 -0.395 -0.106
H -5.005724 0.375789 0.023689 -2.119 0.869 0.512 0.047
O -7.860346 1.833380 1.566991 1.396 0.589 1.444 -0.121
H -1.874860 0.005092 4.733131 -1.613 0.970 -0.737 0.103
C -6.587578 1.088474 1.662751 -0.019 -1.550 -0.055 -0.373
C -3.390093 4.546882 0.045468 0.830 -3.723 2.303 0.051
Cl 5.347593 -4.436751 -0.318713 -0.001 0.046 0.050 0.542
H -6.911016 3.963056 0.339373 1.951 1.037 1.672 0.107
H 5.392622 -3.737851 -3.141680 -0.145 0.145 0.197 0.074
C 7.208809 0.282566 -4.654744 0.085 0.234 0.205 -0.673
H -6.807292 -0.081986 -0.298232 1.495 1.888 0.973 0.108
C -6.105800 4.576657 0.971299 0.706 0.474 -0.816 -0.075
H 0.665809 1.333269 2.776228 -0.188 1.681 -1.587 0.068
C -0.935703 -4.595371 -3.172625 -0.335 -0.204 -0.106 -0.640
C 5.675557 2.640839 1.366485 0.093 0.210 0.131 -0.665
Cl 3.934991 2.036758 3.399910 -0.029 -0.050 0.034 0.553
H -8.053599 2.344026 2.419190 0.546 -1.343 -1.635 0.117
H -1.420297 -4.960360 -2.261589 0.115 0.197 -0.138 0.072
H -6.860675 0.042819 2.162882 0.856 2.212 -0.954 0.149
P -2.491379 0.120258 2.556801 -0.627 -3.279 1.650 0.422
H -1.332450 -3.226399 -4.817515 -0.055 -0.059 0.277 0.071
H -0.111187 -5.801526 3.327728 0.019 0.152 -0.154 0.076
H 1.795380 2.433194 1.726005 -2.706 -0.490 0.475 0.051
Cl 4.879023 -1.627862 -2.211299 0.015 0.074 0.103 0.526
H -0.222443 0.793045 0.342127 -0.497 2.597 0.845 0.139
H -2.708277 -4.236867 -4.342312 0.160 0.039 0.146 0.076
C -6.100626 0.775257 0.128743 -0.899 -0.411 -0.606 -0.091
H 3.710809 -3.257662 -3.425733 0.069 -0.017 0.184 0.059
C 4.502591 -3.306889 -2.672154 -0.087 -0.377 -0.150 -0.656
H 6.523988 0.498861 -3.829238 0.064 -0.001 -0.165 0.048
C 7.436304 1.539088 -5.479788 -0.161 0.025 0.182 -0.670
Cl 0.585973 -3.795003 -2.706596 0.060 0.089 -0.192 0.532
H 6.685694 2.965319 1.098976 -0.143 -0.091 0.139 0.076
S -3.856166 -1.252078 2.116503 1.217 1.854 -0.040 0.350
H 0.103664 -3.326734 2.743793 0.010 -0.215 -0.149 0.054
```
Positions in Å, forces in eV/Å.

## Properties
Maximum force (Eh/bohr): 0.109
LUMO (Ha): -0.1799
HOMO-LUMO gap (eV): 6.9
Total charge: +1
HOMO level (eV): -11.82